*A*
{
  "formula": "C6H16N2",
  "method": "ωB97M-V/def2-TZVPD",
  "symbols": ["C", "C", "C", "N", "C", "N", "C", "C", "H", "H", "H", "H", "H", "H", "H", "H", "H", "H", "H", "H", "H", "H", "H", "H"],
  "xyz": [[0.678, -0.231, -0.110], [1.611, 0.977, 0.012], [2.273, 1.550, -1.251], [2.798, 0.419, -2.032], [-0.764, 0.113, 0.118], [-1.455, -0.744, 0.997], [-2.031, -2.006, 0.302], [-2.554, -0.066, 1.758], [0.846, -0.951, 0.679], [0.829, -0.876, -0.913], [2.391, 0.621, 0.659], [1.120, 1.895, 0.426], [1.514, 1.902, -1.984], [3.189, 2.219, -0.921], [3.064, -0.411, -1.500], [3.556, 0.895, -2.558], [-0.829, 1.198, 0.516], [-1.274, 0.121, -0.909], [-2.344, -2.504, 1.143], [-1.277, -2.653, -0.007], [-2.880, -1.748, -0.357], [-3.585, 0.029, 1.377], [-2.677, -0.671, 2.688], [-2.199, 0.923, 1.867]],
  "mulliken_charge": [-1.366, -0.997, -2.128, -0.534, 0.169, 0.318, -1.560, -1.368, 0.029, 0.171, 0.466, 0.617, 0.352, 1.136, 0.348, 0.492, 0.270, 0.132, 0.486, 0.393, 0.468, 0.341, 0.423, 0.342],
  "total_charge": -1,
  "orbital_gap_ev": [2.1, 8.8],
  "multiplicity": 2
}

=====

*B*
{
  "formula": "C6H16N2",
  "method": "ωB97M-V/def2-TZVPD",
  "symbols": ["C", "N", "C", "C", "N", "C", "C", "C", "H", "H", "H", "H", "H", "H", "H", "H", "H", "H", "H", "H", "H", "H", "H", "H"],
  "xyz": [[-1.318, 0.414, -2.694], [-0.925, -0.234, -1.492], [-0.654, 0.676, -0.427], [-0.928, 0.086, 0.971], [-0.363, 0.872, 2.040], [1.856, -0.685, 3.002], [2.832, -0.329, 1.875], [-1.852, -0.569, -3.734], [-0.493, 0.996, -3.137], [-2.078, 1.199, -2.552], [-1.104, 1.375, 2.521], [-1.179, 1.635, -0.559], [0.410, 0.961, -0.461], [-2.019, -0.013, 1.097], [-0.434, -0.898, 0.959], [2.270, -0.441, 3.984], [1.776, -1.787, 3.021], [0.902, -0.092, 2.765], [3.148, 0.718, 1.962], [3.778, -0.892, 1.919], [2.394, -0.476, 0.894], [-2.073, -0.089, -4.688], [-1.176, -1.404, -3.900], [-2.772, -1.025, -3.366]],
  "mulliken_charge": [-0.164, -0.378, -0.572, -0.299, -0.806, -0.640, -0.790, -1.184, 0.282, 0.325, -0.016, 0.343, 0.031, 0.335, 0.203, 0.338, 0.196, 0.122, 0.230, 0.342, 0.146, 0.368, 0.313, 0.274],
  "total_charge": -1,
  "orbital_gap_ev": [5.4, 5.1],
  "multiplicity": 2
}

=====

Stability verdict: *B*, ahead by 86.4 kJ/mol

=====

*A*
{
  "formula": "C2H4ClP",
  "method": "ωB97M-V/def2-TZVPD",
  "symbols": ["C", "C", "P", "Cl", "H", "H", "H", "H"],
  "xyz": [[1.233, -0.028, 0.506], [0.046, 0.305, -0.423], [1.947, 0.675, 1.882], [3.984, -1.302, 1.709], [1.874, -0.835, 0.283], [0.204, 1.262, -0.871], [-0.898, 0.339, 0.070], [-0.104, -0.464, -1.133]],
  "mulliken_charge": [0.005, -0.947, 0.169, -0.489, 0.329, 0.297, 0.328, 0.310],
  "total_charge": 0,
  "orbital_gap_ev": 7.8
}

=====

*B*
{
  "formula": "C2H4ClP",
  "method": "ωB97M-V/def2-TZVPD",
  "symbols": ["C", "C", "P", "Cl", "H", "H", "H", "H"],
  "xyz": [[0.548, 0.637, 0.020], [-0.002, -0.625, 0.623], [0.306, -0.708, -1.208], [-2.065, 0.387, -1.819], [-0.016, 1.482, -0.135], [1.723, 0.709, 0.194], [0.530, -1.193, 1.325], [-1.024, -0.689, 1.001]],
  "mulliken_charge": [-0.502, -0.506, 0.254, -0.427, 0.362, 0.226, 0.332, 0.261],
  "total_charge": 0,
  "orbital_gap_ev": 8.6
}

=====

Stability verdict: *B*, ahead by 56.5 kJ/mol

=====

*A*
{
  "formula": "C8H12NO2",
  "method": "ωB97M-V/def2-TZVPD",
  "symbols": ["C", "C", "N", "C", "C", "C", "O", "C", "O", "C", "C", "H", "H", "H", "H", "H", "H", "H", "H", "H", "H", "H", "H"],
  "xyz": [[-2.258, -0.128, 1.371], [-1.381, -0.427, 0.167], [-0.590, 0.389, -0.521], [-0.595, 1.811, -0.630], [0.376, -0.322, -1.277], [1.861, -0.084, -0.584], [2.125, 1.240, -0.220], [1.841, 0.287, 0.845], [2.809, -0.261, 1.571], [-0.095, -1.708, -1.160], [-1.192, -1.768, -0.313], [-3.191, -0.584, 1.216], [-2.516, 0.891, 1.660], [-1.888, -0.674, 2.129], [-1.131, 2.228, 0.194], [0.470, 2.162, -0.457], [-1.061, 2.215, -1.503], [0.438, 0.016, -2.399], [2.783, -0.686, -0.860], [0.958, 0.418, 1.460], [3.658, 0.132, 1.217], [0.261, -2.463, -1.818], [-1.681, -2.685, -0.088]],
  "mulliken_charge": [-1.528, 0.705, 0.106, -0.869, 0.132, -0.103, -0.488, -0.029, -0.516, -0.589, -0.673, 0.472, 0.374, 0.421, 0.334, 0.336, 0.343, 0.422, 0.337, 0.413, 0.395, 0.513, 0.491],
  "total_charge": 1,
  "orbital_gap_ev": 9.0,
  "smiles": "CC1=[N+](C)[C@@H]([C@H]2O[C@@H]2O)C=C1"
}

=====

*B*
{
  "formula": "C8H12NO2",
  "method": "ωB97M-V/def2-TZVPD",
  "symbols": ["C", "C", "C", "O", "C", "C", "C", "N", "C", "C", "O", "H", "H", "H", "H", "H", "H", "H", "H", "H", "H", "H", "H"],
  "xyz": [[-3.569, -0.278, 1.101], [-2.618, -0.332, 0.397], [-1.409, 0.112, -0.380], [-1.914, 0.837, -1.464], [-0.614, -1.140, -0.928], [0.247, -1.828, 0.093], [0.816, -0.753, -0.784], [0.906, 0.650, -0.296], [2.084, 0.767, 0.642], [-0.376, 1.058, 0.314], [-0.558, 2.407, 0.249], [-4.372, -0.470, 1.636], [-2.704, 0.417, -1.824], [-1.090, -1.635, -1.735], [-0.090, -1.605, 1.046], [0.529, -2.927, 0.008], [1.583, -0.842, -1.419], [1.043, 1.365, -1.071], [2.909, 0.426, 0.092], [2.279, 1.773, 1.041], [1.902, 0.198, 1.437], [-0.183, 0.761, 1.300], [-1.341, 2.627, -0.435]],
  "mulliken_charge": [0.275, -1.869, 1.766, -0.648, -0.490, -0.736, -0.477, -0.073, -1.016, -0.612, -0.589, 0.606, 0.470, 0.457, 0.234, 0.305, 0.737, 0.430, 0.398, 0.352, 0.484, 0.534, 0.461],
  "total_charge": 1,
  "orbital_gap_ev": 11.5,
  "smiles": "C#C[C@]1(O)[C@@H]2C[C@@H]2[N@H+](C)[C@H]1O"
}

=====

Stability verdict: *A*, ahead by 123.9 kJ/mol

=====

*A*
{
  "formula": "C7H10N3",
  "method": "ωB97M-V/def2-TZVPD",
  "symbols": ["C", "C", "C", "C", "N", "C", "C", "N", "C", "N", "H", "H", "H", "H", "H", "H", "H", "H", "H", "H"],
  "xyz": [[0.948, -1.266, 2.119], [0.894, -1.231, 0.619], [-0.545, -1.529, 0.256], [-1.022, -0.645, -0.922], [-1.476, 0.487, -0.638], [-1.506, 1.678, -1.258], [-0.452, 2.473, -1.381], [0.881, 1.955, -1.081], [1.064, 0.947, -0.309], [1.368, -0.137, -0.046], [0.405, -0.492, 2.569], [1.955, -1.243, 2.512], [0.497, -2.209, 2.408], [1.470, -2.108, 0.338], [-1.122, -1.170, 1.165], [-0.795, -2.524, 0.074], [-1.141, -0.995, -1.892], [-2.484, 2.112, -1.502], [-0.690, 3.412, -1.742], [1.752, 2.484, -1.289]],
  "mulliken_charge": [-1.584, 0.375, -0.730, -0.197, -0.399, -0.017, -0.607, -0.109, 0.439, -0.083, 0.453, 0.387, 0.417, 0.233, 0.310, 0.486, 0.517, 0.352, 0.437, 0.320],
  "total_charge": 1,
  "orbital_gap_ev": 8.5,
  "smiles": "C[C@H]1C/C=N/C=C\\NC#[N+]1"
}

=====

*B*
{
  "formula": "C7H10N3",
  "method": "ωB97M-V/def2-TZVPD",
  "symbols": ["C", "C", "C", "C", "C", "C", "C", "N", "N", "N", "H", "H", "H", "H", "H", "H", "H", "H", "H", "H"],
  "xyz": [[-0.344, 2.141, 1.061], [0.908, 1.736, 0.742], [-1.383, 1.234, 0.974], [-1.170, -0.004, 0.393], [1.083, 0.484, 0.158], [0.570, -1.813, -1.349], [-2.148, -1.100, 0.341], [1.057, -1.495, -2.345], [0.045, -0.310, -0.086], [2.384, 0.123, -0.045], [-0.402, 3.180, 1.403], [1.740, 2.389, 0.854], [-2.299, 1.672, 1.329], [0.406, -2.527, -0.642], [-3.158, -0.895, 0.510], [-1.886, -1.903, 1.191], [-2.137, -1.476, -0.751], [1.123, -1.403, -3.418], [2.984, 0.863, -0.246], [2.628, -0.898, -0.073]],
  "mulliken_charge": [-0.339, -0.566, -0.621, 0.708, 0.759, -0.058, -1.406, -0.162, -0.249, -0.440, 0.396, 0.360, 0.379, 0.460, 0.413, 0.256, 0.291, 0.385, 0.192, 0.241],
  "total_charge": 1,
  "orbital_gap_ev": 8.2
}

=====

*C*
{
  "formula": "C7H10N3",
  "method": "ωB97M-V/def2-TZVPD",
  "symbols": ["C", "C", "C", "C", "C", "C", "C", "N", "N", "N", "H", "H", "H", "H", "H", "H", "H", "H", "H", "H"],
  "xyz": [[3.833, 1.213, 0.596], [1.499, 0.643, 0.341], [0.952, -0.454, -0.286], [-1.838, 1.097, -0.113], [1.704, -1.492, -1.118], [-2.002, 2.183, -0.824], [-2.181, -0.825, 1.164], [-0.324, -0.665, -0.295], [2.776, 0.786, 0.365], [-1.408, -0.037, 0.201], [4.739, 1.620, 0.711], [1.233, -2.487, -1.250], [1.553, -1.326, -2.217], [2.805, -1.501, -0.789], [-1.903, 3.134, -0.309], [0.828, 1.510, 0.842], [-2.581, 2.254, -1.838], [-2.047, -1.937, 0.797], [-1.622, -0.722, 2.209], [-3.274, -0.462, 1.338]],
  "mulliken_charge": [-0.104, -0.174, 0.634, 0.474, -1.057, -0.684, -0.798, -0.621, -0.090, 0.262, 0.548, 0.333, 0.276, 0.279, 0.283, 0.227, 0.265, 0.318, 0.296, 0.332],
  "total_charge": 1,
  "orbital_gap_ev": 8.3
}

=====

*D*
{
  "formula": "C7H10N3",
  "method": "ωB97M-V/def2-TZVPD",
  "symbols": ["C", "C", "C", "C", "C", "C", "C", "N", "N", "N", "H", "H", "H", "H", "H", "H", "H", "H", "H", "H"],
  "xyz": [[2.099, -0.308, 2.086], [2.123, 0.265, 0.868], [0.841, -0.892, 2.587], [-1.300, -0.373, -1.466], [-0.173, -0.469, 0.605], [-0.575, 0.907, -1.370], [-2.713, -0.306, -1.226], [-0.226, -0.908, 1.880], [0.917, 0.240, 0.181], [0.853, 0.462, -1.226], [3.103, -0.382, 2.606], [3.044, 0.587, 0.530], [0.655, -1.431, 3.508], [-0.705, 1.420, -2.434], [-0.944, 1.508, -0.583], [-2.960, -0.640, -0.222], [-3.296, -1.039, -1.950], [-3.162, 0.739, -1.005], [0.793, -0.340, -1.854], [1.625, 0.960, -1.513]],
  "mulliken_charge": [-0.538, -0.071, 0.039, 0.003, 0.073, -0.593, -0.973, -0.434, -0.021, 0.043, 0.310, 0.431, 0.445, 0.285, 0.347, 0.330, 0.323, 0.309, 0.376, 0.316],
  "total_charge": 1,
  "orbital_gap_ev": 7.1
}

=====

Stability verdict: *B*, ahead by 126.0 kJ/mol